Arrangement P

DFT (ωB97M-V/def2-TZVPD) results for 2 unconnected molecules or ions with the total composition C6H15NS.

Positions of all 23 atoms, in Å:
C -1.4553 1.4323 1.6787
C 1.6237 -1.0692 -1.1822
H -0.8595 1.1502 -0.3931
H -1.7075 0.5028 2.2046
H -2.4285 0.4763 -0.0304
H 0.0182 2.2513 2.9935
H 2.6482 -1.4233 -1.0668
S 1.2767 0.6203 1.7130
C -0.0315 1.8611 1.9798
H 0.2104 -0.7714 -2.8071
H 1.5004 -0.0877 -0.7424
H 0.9847 -2.9792 -0.5155
C -1.7662 1.3146 0.1828
C -0.0996 -1.6447 0.4591
H -2.2321 2.2283 -0.1915
N 0.7841 -1.9888 -0.4121
H -0.6500 -2.4468 0.9322
H 1.2831 -2.1172 -3.0557
H 1.9122 -0.4889 -3.2238
H -2.1333 2.1582 2.1073
H 0.1902 2.7264 1.3512
C 1.2264 -1.0992 -2.6528
H -0.2948 -0.6053 0.6710

net charge: 0
LUMO energy: -0.120 eV
molar mass: 133.26 g mol⁻¹



Arrangement Q

DFT (ωB97M-V/def2-TZVPD) results for 2 unconnected molecules or ions with the total composition C6H15NS.

Positions of all 23 atoms, in Å:
H 0.6368 -1.2180 -0.3868
C 3.5431 -0.0362 -0.7363
H -1.4332 -1.1146 -1.0868
H -1.1375 0.0874 1.3008
C -0.4598 1.8361 0.2423
H 1.6039 -1.0351 1.9111
H -1.4798 0.3165 -1.7621
H -1.3225 2.1334 0.8224
C 3.1280 -0.9346 0.4783
H 4.4304 -0.2395 -1.3276
C -1.6234 -0.1347 -0.6697
H 2.7630 0.0028 -1.4964
C -0.5669 0.2533 0.4124
H 1.9802 0.5758 1.3152
S -3.3544 -0.0680 -0.2066
H 0.4696 2.2394 0.6464
N 0.7254 -0.3734 0.0592
H 3.9056 -0.8525 1.2995
H 3.2116 -1.9377 0.0521
C 1.8067 -0.4727 1.0288
H -0.5158 2.1348 -0.7785
H -3.1951 -1.4708 -1.6471
H 3.7104 1.0128 -0.5062

net charge: 0
LUMO energy: -1.383 eV
molar mass: 133.26 g mol⁻¹



The structure with the least stability is arrangement Q.



Arrangement P

DFT (ωB97M-V/def2-TZVPD) results for a gas-phase ion, C4H8NO2 (charge -1).

Positions of all 15 atoms, in Å:
C 0.5069 -0.5952 0.5256
H 0.9426 -1.5989 0.4160
H 2.0997 -1.0703 2.6672
N 0.0700 -0.1047 -0.7643
H 3.0014 0.4071 2.7376
H -0.3799 -0.5299 1.1589
O -1.4274 0.9255 -2.1147
H 1.5136 1.3605 0.9222
C 2.0032 0.0135 2.5332
H 0.7599 0.2469 -1.4056
C 1.6276 0.2864 1.0796
O -2.1386 -0.5539 -0.5554
H 2.5609 0.0261 0.5486
H 1.2562 0.3850 3.2276
C -1.2954 0.1177 -1.1731

net charge: -1
LUMO energy: 3.682 eV
molar mass: 102.11 g mol⁻¹



Arrangement Q

DFT (ωB97M-V/def2-TZVPD) results for 2 unconnected molecules or ions with the total composition C4H8NO2.

Positions of all 15 atoms, in Å:
H 0.1668 1.3207 -0.3252
H -1.8123 -0.1239 -0.9784
C 0.0987 -0.6207 0.8002
C 0.7968 0.6978 0.3594
H 1.7395 0.4935 -0.1357
O -0.0996 3.1430 -0.9043
H 0.3728 3.9369 -1.1791
H 0.2164 -2.3869 -0.4278
H 0.8925 -1.9055 2.1486
C -1.4093 -1.1546 -1.1801
C -0.3230 -1.4434 -0.3513
H 0.9596 1.3597 1.2458
H -0.8472 -0.3887 1.3170
N 1.1852 -1.0611 1.6571
O -1.9368 -1.8668 -2.0463

net charge: -1
LUMO energy: 0.362 eV
molar mass: 102.11 g mol⁻¹



The structure with the least stability is arrangement Q.



Arrangement P

DFT (ωB97M-V/def2-TZVPD) results for 2 unconnected molecules or ions with the total composition C4H12NPS.

Positions of all 19 atoms, in Å:
H -0.6171 0.7334 -1.5008
H 0.0930 -1.4200 0.4442
C -1.3486 1.2396 -0.7608
H 4.0993 -0.9536 -0.8252
H 1.8206 -0.1081 1.8937
H -0.9938 2.2960 -0.5001
H -3.7837 -0.8608 0.6240
H 3.9881 0.7392 -0.2859
H 4.1889 -0.5719 0.8825
C -3.5858 0.0516 0.2374
P -1.7621 0.2417 0.7286
H -2.2429 1.5681 -1.2847
C 2.2930 -0.6552 0.0504
S -1.2295 -1.7110 0.2250
N 1.5142 -0.3784 0.9944
H -4.1152 0.7570 0.9523
H 1.8081 -0.7426 -0.8434
C 3.6917 -0.3178 -0.1162
H -3.8181 0.0928 -0.9155

net charge: 0
LUMO energy: 0.734 eV
molar mass: 137.19 g mol⁻¹



Arrangement Q

DFT (ωB97M-V/def2-TZVPD) results for a single C4H12NPS molecule.

Positions of all 19 atoms, in Å:
H 0.7158 1.2879 0.0333
N 1.7966 -0.5618 -0.4500
H -1.5437 0.9626 1.2494
H -2.8870 1.8135 0.5239
H 2.3978 1.4443 -0.7158
H -1.3213 1.8529 -0.1768
H -3.3052 -0.1600 -0.0734
H 2.2022 -1.7891 1.1332
C -2.3036 -0.1224 -0.3590
C -2.0187 1.2019 0.2920
C 2.1382 -0.8140 0.9350
H 1.1444 0.9413 -1.6469
S -1.3828 -1.5134 0.4340
H 0.7078 -2.7252 -0.4725
H 1.4854 -0.2293 1.6626
P 0.1187 -1.7063 -1.0174
C 1.5466 0.7924 -0.7629
H -2.2146 -0.0599 -1.4613
H 3.0887 -0.4331 1.0896

net charge: 0
LUMO energy: 0.747 eV
molar mass: 137.19 g mol⁻¹



The structure with the least stability is arrangement Q.



Arrangement P

DFT (ωB97M-V/def2-TZVPD) results for 2 unconnected molecules or ions with the total composition C4H10OSi.

Positions of all 16 atoms, in Å:
H -0.3786 -2.8123 -0.1181
Si -0.0500 -0.6608 -1.3226
H 1.3590 1.1531 1.7483
O -0.5230 2.1907 0.0943
H -1.6086 -1.6011 0.3942
C 0.1160 2.8102 0.9290
C -0.3018 -2.0832 -2.6046
C 0.9996 2.2392 2.0521
C -0.5900 -1.7056 0.1196
H 1.6595 2.9962 2.0562
H 0.4299 2.1311 2.9936
H -1.3912 -2.1663 -2.5766
H 0.1755 3.9083 0.9376
H 0.1055 -2.9689 -2.0509
H 0.0625 -2.0246 -3.6182
H -0.0645 -1.4060 0.9659

net charge: 0
LUMO energy: 0.178 eV
molar mass: 102.21 g mol⁻¹



Arrangement Q

DFT (ωB97M-V/def2-TZVPD) results for 2 unconnected molecules or ions with the total composition C4H10OSi.

Positions of all 16 atoms, in Å:
C 2.9293 -0.2538 -0.1510
H 3.1020 0.7053 -0.6431
H 0.5311 2.1102 0.1030
H -2.5101 0.5754 -1.0048
H -0.0517 1.0362 1.2502
C -3.3985 0.3435 -0.4672
H -0.6922 1.0249 -0.4024
H -4.9666 -0.5240 0.8145
H 3.5229 -0.1039 0.8791
H 3.4658 -1.0182 -0.7615
H 0.6984 -1.0382 -1.3316
O 0.2107 -1.3829 0.7688
C 0.1129 1.1253 0.2608
Si 1.0769 -0.4126 -0.1721
H 0.2186 -2.2713 0.5248
C -4.2495 0.0841 0.3326

net charge: 0
LUMO energy: 0.802 eV
molar mass: 102.21 g mol⁻¹



The structure with the least stability is arrangement P.



Arrangement P

DFT (ωB97M-V/def2-TZVPD) results for 2 unconnected molecules or ions with the total composition ClFOS.

Positions of all 4 atoms, in Å:
S 0.4660 -0.2493 -0.1323
Cl 1.7582 -0.3244 1.5597
O -0.0604 -1.5796 -0.1779
F -2.1638 2.1533 -1.2496

net charge: 0
LUMO energy (spin up / spin down): -5.327 / -5.308 eV
molar mass: 102.52 g mol⁻¹



Arrangement Q

DFT (ωB97M-V/def2-TZVPD) results for a single ClFOS molecule.

Positions of all 4 atoms, in Å:
S -0.1205 -0.5725 -0.1544
F -0.4690 0.0670 1.7025
O -1.0372 -0.0817 -1.1260
Cl 1.6267 0.5871 -0.4220

net charge: 0
LUMO energy: -1.638 eV
molar mass: 102.52 g mol⁻¹



The structure with the least stability is arrangement P.



Arrangement P

DFT (ωB97M-V/def2-TZVPD) results for 2 unconnected molecules or ions with the total composition C2H3IN2O.

Positions of all 9 atoms, in Å:
H 2.3243 -0.0948 -0.1398
H 1.5282 -0.9105 -1.5883
C 1.4871 -0.7016 -0.5843
N -0.5134 1.0873 0.2395
I -3.2144 0.0841 0.0360
C -1.3150 0.3757 0.9331
N -0.0225 1.8889 -0.3875
O 0.6093 -1.2099 0.0418
H -0.8837 -0.5192 1.4494

net charge: 0
LUMO energy: -0.478 eV
molar mass: 197.96 g mol⁻¹



Arrangement Q

DFT (ωB97M-V/def2-TZVPD) results for a molecular structure, C2H3IN2O.

Positions of all 9 atoms, in Å:
C -0.3827 -0.2293 0.9775
C 0.7850 -0.2776 -1.5608
I -2.1095 -0.8077 0.0302
H 0.3661 1.2599 1.8503
H 1.3893 -2.0567 -0.7417
N -0.4661 1.0175 1.4012
H -1.2515 1.6419 1.1958
O 0.2984 0.7196 -1.9123
N 1.3709 -1.2676 -1.2403

net charge: 0
LUMO energy: 0.611 eV
molar mass: 197.96 g mol⁻¹



The structure with the least stability is arrangement P.